Formula: C3H6O2
Source: the Open Molecules 2025 dataset
Level of theory: ωB97M-V/def2-TZVPD

Last column: natural (NBO) charge in e.
Cartesian coordinates (Å):
C -1.5690 -0.8810 0.7849  -0.4315
C -1.5633 -0.1552 -0.3273  0.0952
O -0.4065 -0.0854 -1.0807  -0.2742
O 0.5735 0.0780 0.0182  -0.3014
C 1.8344 0.5899 -0.3176  -0.2613
H -2.3068 -0.7400 1.5607  0.2066
H -0.7296 -1.5381 0.9893  0.2162
H -2.3448 0.5426 -0.6310  0.1862
H 2.2154 0.8484 0.6814  0.2073
H 2.4964 -0.1626 -0.7598  0.1729
H 1.8002 1.5033 -0.9180  0.1841

## Properties
E_LUMO ... 0.041 hartree
Maximum force ... 0.0124 Eh/bohr
SMILES string ... C=COOC
Spin multiplicity ... 1
Frontier orbital gap ... 10.30 eV
ΔE to the lowest compared entry with this formula, charge and spin ... 475.6 kJ/mol